(1)
37
Properties=species:S:1:pos:R:3 method="wB97M-V/def2-TZVPD" homo_lumo_gap_ha=0.37734 total_charge=0 mol_weight_g_mol=256.13 e_homo_ev=-10.593 lumo_ev=-0.33
Ar -0.08362 0.18651 -0.30903
O 0.73158 2.70293 -3.87402
O -2.98430 0.71873 1.92445
O -2.37906 -1.88987 -3.85308
O 1.76555 2.86340 -1.18601
O -1.18455 -3.14842 2.65683
O 1.37393 -1.48390 3.69238
O 2.71543 -2.19184 -1.50986
O 2.22149 1.02628 2.99421
O -0.51157 2.23419 2.45952
O 3.41672 0.70111 -1.62480
O -1.90545 -2.49578 0.03148
O -3.41808 -0.39331 -0.61663
H 1.35639 1.32913 2.71832
H -1.17060 -2.79581 -0.50351
H 2.01037 -2.11258 3.35188
H 1.49335 -0.70404 3.15037
H -3.11649 -0.21957 -1.50830
H 2.83972 1.45711 -1.51637
H 1.19629 3.34006 -0.58188
H -2.45624 -3.27118 0.13918
H -2.91954 -1.16226 -0.34021
H 2.48122 -1.28738 -1.30168
H -1.30421 1.76271 2.20332
H 1.87622 -2.63219 -1.64423
H -0.50597 -2.61294 3.06793
H 1.05736 3.54387 -4.19481
H 2.82872 1.67012 2.62955
H -1.39153 -2.68992 1.84248
H 0.98355 2.68435 -2.95076
H -2.95375 0.47039 1.00053
H -3.90395 0.92930 2.08607
H 2.37581 3.52448 -1.51279
H -0.80894 2.86515 3.11502
H -1.87709 -1.92283 -3.03872
H -1.71593 -1.85601 -4.54253
H 3.86714 0.86000 -2.45432

***

(2)
84
Properties=species:S:1:pos:R:3 method="wB97M-V/def2-TZVPD" homo_lumo_gap_ha=0.20542 total_charge=-1 mol_weight_g_mol=924.56 e_homo_ev=-5.386 lumo_ev=0.20
Br 1.23144 -0.33125 -6.96849
Br 3.20279 -2.71478 -2.25479
S -1.69052 -2.43777 -0.81483
S 5.89292 -3.83669 6.08187
O 0.79504 -1.22398 -1.00487
O -3.15309 3.36913 5.73278
O 4.89738 -4.48294 5.24809
O 7.26711 -4.19196 5.77584
O -2.75416 5.37664 5.10433
O -1.98515 -1.21527 0.02755
O 5.56764 -3.80143 7.49540
N -2.68159 4.17461 4.95747
N -0.87373 0.54264 -2.15480
N -0.80766 0.61734 1.97943
N 2.04592 0.28155 1.15387
N 6.60392 -1.22191 6.26704
N 4.99800 -1.74773 4.60329
N -0.21783 2.48932 0.17111
C -1.73502 1.36297 -2.70455
C -0.77537 -3.56796 0.22762
C -2.05746 1.18082 4.39947
C 2.41122 -0.95130 1.51079
C 0.42206 -4.09401 -0.23471
C -0.75924 2.89913 1.33248
C -1.77378 1.61768 -4.08727
C 3.96228 -0.16708 3.14660
C 0.08854 4.78805 -0.43962
C 1.09942 -0.54909 -5.08208
C -0.36091 -4.50736 2.39454
C 0.09121 0.11870 -4.34877
C 0.93865 -1.00341 -2.24930
C 0.02892 -0.09793 -2.94920
C 6.52532 0.04585 5.89441
C 5.69534 0.49405 4.87754
C 0.85438 -5.03458 1.95575
C -1.99117 3.65593 3.73822
C -1.69808 -0.09596 4.06792
C -1.17286 -3.77387 1.54121
C 0.19460 3.40675 -0.67598
C -1.76194 2.23887 3.51255
C 3.62502 1.12308 2.74713
C 4.93258 -0.46837 4.24460
C 1.22153 -4.83058 0.62616
C -1.13789 1.88276 2.30168
C -1.06200 -0.33743 2.84656
C 1.91896 -1.57990 -3.06362
C -0.86233 1.00451 -4.89954
C 1.99431 -1.36413 -4.44652
C 3.33925 -1.22416 2.49754
C -3.25083 -3.32696 -0.86201
C 5.82222 -2.08376 5.59251
C 2.66135 1.29570 1.76321
C -0.50057 5.20575 0.72138
C -0.94625 4.24477 1.64368
C 1.76554 -5.78170 2.89563
C -1.58747 4.59698 2.87000
Li -0.35113 -0.01472 -0.06684
H 1.91582 -1.75777 0.97367
H -2.54410 1.38100 5.33678
H -2.09613 -3.33377 1.90375
H -3.53857 -3.65554 0.13530
H 2.17198 -5.21245 0.27062
H 0.75417 -3.88064 -1.24556
H 7.15466 0.74685 6.43669
H -2.51331 2.29729 -4.49167
H -0.66340 -4.65872 3.42595
H 0.45823 5.49268 -1.17209
H 5.65998 1.54160 4.60877
H 0.62826 3.04161 -1.60275
H 3.58786 -2.23883 2.78336
H 2.35868 2.29811 1.46900
H 2.76816 -1.86231 -5.01448
H -0.62376 6.25923 0.94452
H -1.76072 5.63722 3.10632
H 2.77561 -5.36913 2.87240
H 1.83655 -6.83574 2.61646
H 4.06916 1.99384 3.21405
H 1.40816 -5.72675 3.92281
H -1.89761 -0.91538 4.74542
H -3.98775 -2.63088 -1.26464
H -2.43714 1.85215 -2.03306
H -3.13466 -4.18178 -1.53174
H -0.73480 -1.33517 2.57492
H -0.85950 1.18674 -5.96594

***

(3)
65
Properties=species:S:1:pos:R:3 method="wB97M-V/def2-TZVPD" homo_lumo_gap_ha="0.20035 / 0.21887" total_charge=+1 mol_weight_g_mol=707.44 e_homo_ev="-9.874 / -11.658" spin_multiplicity=3 lumo_ev="-4.42 / -5.70"
W 0.49016 0.22604 -2.07240
S -0.47973 2.29079 -0.89191
O -0.58966 -0.95532 -0.93382
O -1.47401 0.34203 -2.73805
O 2.21281 1.14808 -2.14719
O 1.27617 -2.70973 -4.93866
O -3.15685 -1.02735 -3.20589
N 0.31751 -1.16573 -3.54965
N 1.40885 0.32201 0.06702
N 1.01839 -0.16363 1.30683
N 2.06519 -1.38765 -1.83277
N -1.84697 1.78316 1.39242
N -2.85938 1.05895 -0.40249
C 4.22288 2.39033 1.18935
C -1.94455 -2.60704 4.16654
C 3.16861 1.53934 1.33113
C -1.99170 -2.17903 0.47865
C -1.56422 -2.19055 2.88687
C -0.09451 -1.40854 5.12007
C -0.85907 -1.35984 0.27763
C 4.63740 2.84741 -0.09031
C -3.09948 1.22503 1.91470
C 2.91237 1.58930 -1.11455
C 1.35864 -1.94469 -4.00895
C -3.80070 0.68856 0.65125
C -1.21777 -2.21857 5.27425
C -0.43096 -1.37483 2.73284
C -1.78685 1.66300 0.06919
C -0.89855 2.43472 2.27050
C 3.99323 2.45160 -1.24348
C 0.29736 -0.99352 3.86057
C -1.99729 -0.71860 -3.32235
C 0.39429 1.66808 -3.72933
C 2.59207 -1.74539 -3.16780
C -2.32931 -2.59070 1.72968
C 2.47372 1.11968 0.15698
C -0.03067 -0.92856 1.38455
C -0.97377 -1.43330 -4.16198
H 3.17026 -0.89708 -3.53886
H 1.09872 2.47672 -3.55593
H -0.60688 2.05842 -3.86083
H 4.75700 2.73329 2.06465
H -2.89573 0.74589 -1.36781
H 1.17267 -0.37197 3.73601
H -3.93528 -0.39071 0.68113
H -2.57210 -2.45562 -0.39304
H -2.87407 0.43624 2.63544
H -2.81731 -3.23783 4.27953
H -1.52101 -2.54469 6.25984
H -3.19455 -3.22403 1.88025
H 5.47591 3.52686 -0.16051
H 3.21562 -2.63651 -3.16765
H -3.67039 2.00490 2.41999
H -1.16577 -2.50502 -4.19855
H -0.06047 2.80105 1.68382
H 0.69054 1.11895 -4.62403
H -0.53713 1.71934 3.01234
H 4.30318 2.79317 -2.22063
H -4.76705 1.15739 0.47580
H -1.37934 3.27044 2.78043
H -1.02615 -1.05544 -5.18813
H 2.83821 1.18529 2.29423
H 1.60496 -2.19474 -1.41848
H 2.80649 -1.09397 -1.20604
H 0.47604 -1.10586 5.98758

***

(4)
68
Properties=species:S:1:pos:R:3 method="wB97M-V/def2-TZVPD" homo_lumo_gap_ha=0.30284 smiles="Cn1cc(C(c2cn(C)c3ccccc23)C2(Cc3ccccc3)C(=O)OC(C)(C)OC2=O)c2ccccc21" total_charge=0 mol_weight_g_mol=506.60 e_homo_ev=-7.545 lumo_ev=0.70
O 0.57343 1.23494 2.90800
O 0.48829 -1.11085 2.68821
O -0.66483 -2.10992 1.04450
O -0.91308 2.50016 1.81251
N -2.04231 1.32245 -3.63008
N 2.59789 -2.37614 -1.74723
C 3.20307 -1.85483 -0.59384
C 1.78327 -0.14600 4.42090
C -4.08929 1.27675 3.74824
C 1.36641 -1.76051 -1.93377
C 4.99175 -1.06947 0.80477
C -0.56323 0.25776 0.82737
C -3.31388 -1.00200 2.37324
C -0.30530 1.45434 1.88963
C 4.53065 -1.94967 -0.18991
C 1.52516 0.97509 -3.59455
C -2.87002 0.25863 1.92703
C -0.76056 1.43719 -4.18388
C 4.09521 -0.11985 1.32276
C 2.77539 0.00879 0.88427
C 3.27476 -3.23596 -2.69934
C -4.53152 0.03813 4.20906
C -0.27263 -1.06574 1.55353
C -0.42859 1.81970 -5.48907
C -2.06664 0.34606 0.67374
C 2.29185 -0.89508 -0.05066
C 1.86157 1.34610 -4.92675
C -3.34476 1.41314 2.58001
C 1.09152 -0.87984 -0.86872
C 0.47652 -0.04421 3.64364
C 0.91866 1.74904 -5.88284
C 0.18236 0.96395 -3.20102
C -3.33859 1.75320 -4.12933
C -0.58502 0.58312 -2.02101
C 0.08551 0.25645 -0.60374
C -0.81603 -0.14624 4.43872
C -1.93114 0.75329 -2.39889
C -4.14468 -1.09648 3.48781
H -3.24631 2.03017 -5.17998
H 0.70622 1.09430 -0.35435
H 1.89253 0.74448 5.05398
H 5.18478 -2.66038 -0.67018
H -5.31127 -0.02968 4.98313
H -2.29650 -0.49203 0.02579
H -1.69700 -0.11350 3.79140
H 2.30023 0.74883 -2.85403
H 4.21095 -3.55389 -2.25005
H 1.78699 -1.07299 5.01709
H -4.45490 2.20283 4.20141
H 3.53869 -2.68552 -3.61262
H -1.19350 2.11445 -6.21091
H 6.02423 -1.10179 1.13813
H 2.65938 -4.10495 -2.93781
H -4.59682 -2.06267 3.71006
H 2.58722 -0.17181 3.67614
H 0.77762 -1.99709 -2.81656
H -3.13988 2.40901 2.18435
H 2.91990 1.31681 -5.20396
H -4.06632 0.94136 -4.00947
H -0.85757 -1.10424 4.97451
H -2.27339 1.28724 0.14408
H 2.14671 0.83175 1.27549
H -2.99980 -1.92029 1.84401
H -2.78533 0.64267 -1.77576
H 1.24338 1.96984 -6.92414
H 4.47023 0.57804 2.08002
H -0.92677 0.67945 5.14182
H -3.73488 2.59414 -3.53485

***

(5)
21
Properties=species:S:1:pos:R:3 method="wB97M-V/def2-TZVPD" homo_lumo_gap_ha="0.31121 / 0.27758" total_charge=0 mol_weight_g_mol=159.16 e_homo_ev="-8.432 / -7.972" lumo_ev="0.04 / -0.42"
F -0.30287 0.29428 1.86219
O 0.18803 -1.57878 -1.85920
O 1.89934 -0.66033 -0.56772
N -1.46066 1.77010 -0.82585
C 3.15508 -0.42557 -1.45426
C 3.40614 1.04964 -1.38981
C -1.35667 0.86601 -0.11307
C 0.75347 -1.07469 -0.92280
C -2.34802 -0.86904 1.50111
C -3.49081 0.07236 1.83862
C -1.23126 -0.05832 0.93501
H 3.65541 1.46559 -0.42272
H -3.53228 0.69344 0.89984
H 2.80764 -0.82739 -2.38635
H 3.87457 -1.03505 -0.97324
H -2.84485 -1.31539 0.65009
H -2.03520 -1.50008 2.33574
H 2.56879 1.65572 -1.69656
H 4.15291 1.39423 -2.04232
H -3.38428 0.60226 2.70720
H -4.47450 -0.51898 1.92407

***

(6)
14
Properties=species:S:1:pos:R:3 method="wB97M-V/def2-TZVPD" homo_lumo_gap_ha="0.34087 / 0.34090" total_charge=+1 mol_weight_g_mol=99.11 e_homo_ev="-14.699 / -14.699" lumo_ev="-5.42 / -5.42"
O 0.44664 -1.63248 -2.00856
N -0.20952 -0.14609 1.23284
N -0.77889 1.26525 -0.52569
C 0.96150 0.38807 -0.85173
C 0.35199 -0.96211 -1.01687
C -0.52722 -1.20984 0.16239
C 0.29474 0.97145 0.33334
H -1.56166 -1.26763 -0.14313
H 0.66033 -0.28004 1.79139
H -0.75030 2.24350 -0.82347
H -0.08325 -2.05277 0.62389
H 1.47103 0.92246 -1.65180
H -1.08377 -0.02191 1.94797
H 0.80837 1.78214 0.92943

***

Number 1: energy -39314.4624 eV. Number 2: energy -226570.5256 eV. Number 3: energy -58197.7826 eV. Number 4: energy -44840.0932 eV. Number 5: energy -15718.9571 eV. Number 6: energy -9278.6247 eV.